(1)
Formula: C30H11Cl88FN2
Source: the OMol25 dataset
Level of theory: ωB97M-V/def2-TZVPD

## Properties
E (eV): -1138951.16340
HOMO (eV): -11.0
Strongest force on any atom (eV/A): 3.06
Kohn-Sham gap (eV): 10.91
Lowest unoccupied orbital energy (eV): -0.1

```
! RIJCOSX wB97M-V def2-TZVPD def2/J DEFGRID3
* xyz 0 1
C -4.2064 -0.4487 2.1422
C -5.4143 0.4773 1.9760
C -5.9466 0.8891 3.3726
C -5.1924 1.6595 1.0286
C -3.8737 2.3884 1.1754
F -4.0622 3.6474 0.6493
C -3.4600 2.6000 2.5727
N -3.1457 2.8316 3.6752
C -2.7010 1.8004 0.3954
C -2.9773 1.7746 -1.0270
N -3.2272 1.7596 -2.1543
H -3.6814 -0.6447 1.2149
H -4.5703 -1.4064 2.4870
H -3.5542 -0.0892 2.9258
H -6.1924 -0.1289 1.5297
H -5.3748 0.3594 4.1228
H -5.8374 1.9495 3.5474
H -6.9693 0.5597 3.4729
H -5.9683 2.3891 1.2334
H -5.3044 1.3581 -0.0018
H -2.3460 0.8536 0.7623
H -1.8801 2.4924 0.5150
C -3.0878 -4.4123 3.9928
Cl -4.2125 -5.6447 4.5687
Cl -1.4313 -4.8755 4.3878
Cl -3.2501 -4.2369 2.2404
Cl -3.4675 -2.8773 4.7826
C -7.3277 -6.8440 7.3574
Cl -6.7628 -7.6275 8.8360
Cl -8.9991 -7.3137 7.0461
Cl -7.2405 -5.0900 7.5460
Cl -6.3075 -7.3370 6.0002
C -4.7138 6.6831 4.1338
Cl -4.7930 5.4521 2.8731
Cl -3.2780 7.6833 3.8875
Cl -6.1585 7.7002 4.0622
Cl -4.6220 5.9007 5.7145
C 1.1797 0.4496 -0.5611
Cl 0.0689 -0.8282 -0.0535
Cl 2.8370 0.0017 -0.1084
Cl 1.0469 0.6679 -2.3035
Cl 0.7670 1.9740 0.2458
C 4.5379 -1.0355 -4.2540
Cl 3.7236 0.2098 -5.2095
Cl 4.0520 -2.6324 -4.8333
Cl 6.2891 -0.8589 -4.4114
Cl 4.0674 -0.8454 -2.5610
C -7.0331 1.2321 -3.5545
Cl -5.5295 1.6990 -4.3410
Cl -8.1026 0.4585 -4.7294
Cl -6.6925 0.0856 -2.2489
Cl -7.8275 2.6653 -2.8913
C -11.8837 -6.4051 10.3361
Cl -11.9038 -8.1714 10.3429
Cl -13.3915 -5.8014 9.6406
Cl -11.7202 -5.8121 11.9932
Cl -10.5199 -5.8421 9.3665
C -13.0750 -12.2695 11.0991
Cl -14.3675 -12.5529 9.9335
Cl -12.8829 -13.6922 12.1269
Cl -11.5610 -11.9590 10.2337
Cl -13.4724 -10.8680 12.0962
C 1.2252 3.5172 -6.5892
Cl 2.0116 1.9525 -6.8418
Cl -0.1741 3.3083 -5.5326
Cl 2.3745 4.6324 -5.8449
Cl 0.7005 4.1682 -8.1442
C 4.5777 7.5352 -7.2154
Cl 4.5308 6.2603 -8.4366
Cl 5.9546 8.5922 -7.5185
Cl 3.0818 8.4705 -7.2824
Cl 4.7390 6.8013 -5.6109
C 9.5287 9.0102 -5.6531
Cl 7.9829 8.4053 -5.0553
Cl 10.7060 9.0296 -4.3365
Cl 10.1000 7.9552 -6.9501
Cl 9.3143 10.6504 -6.2779
C 14.0436 7.8909 -7.4544
Cl 13.2396 9.1161 -8.4402
Cl 13.5274 6.2823 -7.9745
Cl 15.7935 8.0397 -7.6486
Cl 13.6164 8.1222 -5.7562
C -4.5708 -2.5349 9.3861
Cl -4.1813 -2.5961 7.6609
Cl -6.1174 -1.7087 9.6113
Cl -4.6805 -4.1767 10.0261
Cl -3.3010 -1.6553 10.2441
C 4.4971 -6.3491 -6.9446
Cl 2.7957 -6.7623 -6.7072
Cl 4.6143 -4.7648 -7.7162
Cl 5.3145 -6.3001 -5.3788
Cl 5.2613 -7.5645 -7.9720
C 0.1613 1.1970 4.4054
Cl 1.7781 0.4862 4.3469
Cl -0.8683 0.3962 3.2110
Cl -0.5283 0.9739 6.0137
Cl 0.2609 2.9201 4.0356
C 11.4030 8.9582 -0.3723
Cl 12.0186 8.1669 1.0789
Cl 9.7532 8.4151 -0.6892
Cl 11.4153 10.7095 -0.1461
Cl 12.4361 8.5362 -1.7453
C -13.9438 -13.6884 5.8686
Cl -15.5628 -12.9981 6.0390
Cl -14.0413 -15.4489 5.9749
Cl -13.2702 -13.2290 4.3009
Cl -12.9116 -13.0771 7.1621
C 6.5639 -10.3345 -10.8901
Cl 4.9933 -10.9516 -10.3679
Cl 7.6791 -10.3317 -9.5194
Cl 7.2067 -11.3643 -12.1727
Cl 6.3750 -8.6859 -11.4940
C 9.0784 1.9346 -4.6038
Cl 9.0909 0.7082 -5.8751
Cl 10.4565 3.0158 -4.8149
Cl 7.5820 2.8676 -4.6953
Cl 9.1655 1.1227 -3.0279
C 13.5028 2.0145 -1.4298
Cl 13.9622 1.1148 0.0215
Cl 11.8745 1.5466 -1.9302
Cl 13.5320 3.7455 -1.0815
Cl 14.6436 1.6563 -2.7311
C -10.6084 0.1970 -7.7273
Cl -11.7409 -0.0382 -9.0622
Cl -10.4755 -1.3022 -6.7984
Cl -9.0224 0.6341 -8.3702
Cl -11.1955 1.4893 -6.6767
C 15.1333 7.8438 3.5430
Cl 13.5881 7.2286 4.1455
Cl 16.3173 7.8384 4.8534
Cl 15.7011 6.8105 2.2280
Cl 14.9216 9.4931 2.9482
*
```

***

(2)
Formula: C30H13BrCl2O3S
Source: the OMol25 dataset
Level of theory: ωB97M-V/def2-TZVPD

## Properties
E (eV): -143382.76499
HOMO (eV): -8.3
Strongest force on any atom (eV/A): 4.85
Kohn-Sham gap (eV): 6.51
Energy relative to the best compared isomer or geometry (same formula, charge and spin) (kcal per mole): 50.1
Lowest unoccupied orbital energy (eV): -1.8

```
! RIJCOSX wB97M-V def2-TZVPD def2/J DEFGRID3
* xyz 0 1
O 1.9990 -2.3421 -4.4029
O -1.9090 3.1860 3.8026
O 2.0309 -1.2905 2.1788
Cl 3.8123 2.6913 -5.6136
Cl -2.2917 5.3755 -1.2453
Br 0.9041 -5.2554 1.6791
C 2.0579 -1.7998 -3.3081
C -2.1320 2.2843 3.0133
C 0.8109 0.2811 -0.0129
C 1.5860 -0.3378 -0.9583
C -1.3173 0.1250 1.2795
C -0.0422 -0.3847 0.9344
C -3.2491 -0.8477 4.9869
C -2.7528 -1.8839 4.0798
C 2.8752 2.4418 -2.9887
C -1.9143 2.7878 -1.3061
C 1.8527 -4.7467 -1.0391
C 2.3581 1.8521 -1.8794
C 2.7076 0.4470 -4.3183
C 2.1087 -3.9850 -2.2259
C -3.0538 0.5295 4.6353
C -2.2555 3.6804 0.9335
C -2.0863 -1.4597 2.9334
C -1.6987 1.5357 -0.7586
C 3.1051 1.8054 -4.2198
C -2.1936 3.9148 -0.4682
C 1.3805 -4.1658 0.1815
C 2.1539 0.4177 -2.0153
C 2.3097 -0.2761 -3.1972
C 1.8638 -2.5767 -2.1066
C -2.3260 0.8966 3.4403
C -2.0456 2.4400 1.5555
C 1.5661 -1.8677 -0.8825
C -2.0027 -0.1445 2.5898
C -1.7638 1.3514 0.6526
C 1.2767 -2.7308 0.2261
S 0.7415 -1.8205 1.7179
H 0.6728 1.3885 -0.0406
H -3.8728 -1.1577 5.8655
H -2.8174 -2.9191 4.3818
H 3.0607 3.5581 -2.8239
H -1.7775 2.7990 -2.4434
H 2.1220 -5.7943 -1.2151
H 2.2403 2.3398 -0.8962
H 2.7897 -0.1042 -5.3035
H 2.4411 -4.4026 -3.1757
H -3.5048 1.2457 5.3321
H -2.4763 4.5829 1.5143
H -1.8345 -2.3289 2.3561
H -1.5095 0.6649 -1.4248
*
```

***

(3)
Formula: C30H18Br2Cl4DyN4O5S2
Source: the OMol25 dataset
Level of theory: ωB97M-V/def2-TZVPD

## Properties
Expectation value of S²: 9.3284
E (eV): -283534.66131
HOMO (spin up / spin down) (eV): -3.7 / -3.7
Strongest force on any atom (eV/A): 6.31
Kohn-Sham gap (spin up / spin down) (eV): 5.48 / 5.49
Energy relative to the best compared isomer or geometry (same formula, charge and spin) (kcal per mole): 6.6
Lowest unoccupied orbital energy (spin up / spin down) (eV): 1.7 / 1.8

```
! RIJCOSX wB97M-V def2-TZVPD def2/J DEFGRID3
* xyz -1 6
Dy 0.6437 0.3237 -0.0183
Br 5.0704 -0.9266 3.0564
C 4.5936 -1.5922 1.3626
C 5.2310 -2.7740 0.9945
C 4.8687 -3.4143 -0.1871
Br 5.7950 -5.0073 -0.5774
C 3.8330 -2.9630 -0.9867
C 3.5070 -3.4796 -2.3093
C 2.3038 -3.1062 -2.8686
C 1.4825 -2.1651 -2.2448
N 1.8852 -1.4974 -1.1423
C 3.0506 -1.8422 -0.5277
C 3.4275 -1.1018 0.6752
O 2.5886 -0.2052 1.0901
H 6.0671 -3.1933 1.5878
H 4.2318 -4.1697 -2.7117
H 1.9653 -3.4820 -3.8168
H 0.5148 -1.8719 -2.5991
O -0.9377 -3.2316 2.4630
C -2.2458 -3.1584 2.1509
C -3.1750 -3.5479 3.1568
C -4.5309 -3.5402 2.8636
C -4.9628 -3.0989 1.6124
C -4.0450 -2.5356 0.6815
C -2.6875 -2.4932 0.9605
C -1.6598 -1.6793 0.2588
O -0.4016 -1.6147 0.6245
N -2.1289 -0.9376 -0.7460
N -1.1785 -0.2676 -1.4285
C -1.5826 0.2406 -2.5834
S -3.1387 -0.2742 -3.2979
C -3.3703 1.2392 -4.2393
C -2.1288 2.1855 -4.2442
S -0.7604 1.5212 -3.3783
H -0.3929 -2.8212 1.7168
H -2.8053 -3.9416 4.0684
H -5.3156 -3.8760 3.5437
H -6.0088 -3.0314 1.3027
H -4.3668 -2.1345 -0.2821
H -4.1837 1.6568 -3.6682
H -3.8204 1.0252 -5.2150
H -2.4230 3.2471 -3.9270
H -1.8895 2.3818 -5.2850
Cl -0.7311 7.0269 -1.9150
C 0.0764 5.5729 -1.5622
C 1.3835 5.4263 -1.9813
Cl 2.3085 6.7855 -2.5451
C 2.0196 4.1896 -1.9692
Cl 3.5620 3.8563 -2.6606
C 1.4124 3.1460 -1.2240
O 1.9345 1.9992 -1.1670
C 0.0965 3.2852 -0.6351
O -0.3829 2.3102 -0.0517
C -0.5965 4.5391 -0.9511
Cl -2.2555 4.4393 -0.4498
C -0.1905 2.2170 4.7745
C 1.0974 2.1878 4.2310
C 1.3337 1.5266 3.0257
N 0.2989 1.0334 2.3203
C -0.9472 0.9570 2.8948
C -1.2225 1.5267 4.1316
H -0.2875 2.8001 5.6773
H 1.8366 2.8440 4.6628
H 2.3266 1.3921 2.6004
H -1.7843 0.5231 2.3398
H -2.2080 1.5702 4.5686
*
```

***

(4)
Formula: C30H18Cl5N2O4SY
Source: the OMol25 dataset
Level of theory: ωB97M-V/def2-TZVPD

## Properties
E (eV): -117065.74964
HOMO (eV): -8.0
Strongest force on any atom (eV/A): 1.29
Kohn-Sham gap (eV): 6.44
Energy relative to the best compared isomer or geometry (same formula, charge and spin) (kcal per mole): 0.0
Lowest unoccupied orbital energy (eV): -1.5

```
! RIJCOSX wB97M-V def2-TZVPD def2/J DEFGRID3
* xyz 0 1
Y -0.2550 -0.1276 -0.8427
C -1.4626 -3.2637 -1.8521
O -1.3462 -2.3032 -0.7928
C -1.7227 -2.7021 0.4676
C -1.9075 -4.0270 0.8405
C -2.2536 -4.3357 2.1486
C -2.4079 -3.3387 3.0994
C -2.2047 -2.0176 2.7471
C -1.8560 -1.6898 1.4370
N -1.5867 -0.3445 1.0385
N -1.7325 0.5246 1.9790
C -1.4792 1.8550 1.8268
C -0.9928 2.5166 0.6518
O -0.6434 1.9022 -0.4299
C -0.9024 3.9461 0.6554
C -1.2044 4.6638 1.7653
C -1.6251 4.0399 2.9627
C -1.8959 4.8123 4.1065
C -2.2990 4.2184 5.2710
C -2.4473 2.8275 5.3173
C -2.1945 2.0496 4.2155
C -1.7698 2.6304 3.0035
H -2.4864 -3.6416 -1.8910
H -0.7534 -4.0812 -1.7030
H -1.2220 -2.7285 -2.7688
H -1.7905 -4.8193 0.1196
H -2.3970 -5.3692 2.4190
H -2.6713 -3.5874 4.1145
H -2.2931 -1.2259 3.4710
H -0.5750 4.4188 -0.2592
H -1.1250 5.7416 1.7492
H -1.7774 5.8847 4.0460
H -2.5016 4.8126 6.1498
H -2.7653 2.3558 6.2368
H -2.3160 0.9816 4.2752
Cl -3.1988 0.0240 -2.2426
C -2.0230 -0.1396 -3.5560
C -0.6916 -0.2546 -3.1860
C 0.2442 -0.3755 -4.2003
Cl 1.9163 -0.5141 -3.7068
C -0.1091 -0.3908 -5.5470
Cl 1.0622 -0.5453 -6.7853
C -1.4664 -0.2759 -5.8766
Cl -1.9365 -0.2934 -7.5267
C -2.4487 -0.1462 -4.8872
Cl -4.1008 -0.0060 -5.3236
O 7.2875 0.7371 -2.3230
C 6.9196 -0.4631 -1.8271
O 7.6576 -1.4083 -1.9074
C 5.5973 -0.5284 -1.1681
C 5.3684 -1.5985 -0.2952
C 4.1552 -1.7448 0.3224
C 3.1242 -0.8426 0.0852
S 1.5686 -1.1313 0.8278
C 3.3456 0.2278 -0.7753
C 4.5613 0.3880 -1.4016
H 6.6522 1.4082 -2.0794
H 6.1594 -2.3110 -0.1237
H 3.9885 -2.5773 0.9877
H 2.5622 0.9678 -0.9648
H 4.6679 1.2147 -2.0943
*
```

***

(5)
Formula: C30H19AlF10N4S
Source: the OMol25 dataset
Level of theory: ωB97M-V/def2-TZVPD

## Properties
E (eV): -81983.74271
HOMO (eV): -7.8
Strongest force on any atom (eV/A): 2.88
Kohn-Sham gap (eV): 7.66
Energy relative to the best compared isomer or geometry (same formula, charge and spin) (kcal per mole): 47.8
Lowest unoccupied orbital energy (eV): -0.2

```
! RIJCOSX wB97M-V def2-TZVPD def2/J DEFGRID3
* xyz 0 1
Al -1.3518 -0.2521 -0.1859
C -3.3046 1.8836 -1.1442
N -2.9420 1.1961 0.1115
C -2.1826 2.1244 1.0047
C -0.8083 2.3983 0.4111
N -0.4002 1.3323 -0.6137
C 0.6998 1.6697 -1.3669
C 0.7352 2.9309 -1.9870
F -0.4626 3.5336 -2.3167
C 1.9384 3.5691 -2.3364
F 1.8968 4.7157 -2.9925
C 3.1180 2.7997 -2.2182
F 4.2932 3.2727 -2.6686
C 2.9908 1.4072 -2.0348
F 4.0510 0.6569 -2.3824
C 1.8232 0.8429 -1.6017
F 1.7375 -0.4739 -1.2993
C -4.0680 0.4469 0.6170
C -4.1979 -0.8304 -0.2055
N -2.8792 -1.2306 -0.6998
C -2.6774 -2.4961 -1.2070
C -1.3209 -2.7602 -1.4842
F -0.5671 -1.5691 -1.3619
C -0.7439 -3.9879 -1.5411
F 0.5487 -4.1439 -1.2725
C -1.6765 -5.0254 -1.6552
F -1.2410 -6.3020 -1.9700
C -3.0220 -4.8325 -1.5301
F -3.8320 -5.8919 -1.7977
C -3.5257 -3.6008 -1.2421
F -4.8662 -3.5273 -0.9616
H -4.1689 2.5412 -0.8983
H -3.6908 1.2216 -1.8671
H -2.4628 2.4762 -1.5349
H -2.0261 1.7747 1.9715
H -2.6886 3.0830 1.1111
H -0.0883 2.3240 1.2395
H -0.8025 3.3515 -0.1091
H -5.0298 0.9362 0.5542
H -3.9397 0.2272 1.6780
H -4.9351 -0.7144 -1.0502
H -4.7386 -1.6206 0.3885
S 3.6807 -0.9052 1.3385
C 4.2937 0.6889 1.2535
C 5.6457 1.1237 1.3086
C 5.8887 2.4414 1.6082
C 4.8630 3.3789 1.7277
C 3.5208 2.9989 1.6658
C 3.2135 1.6342 1.4541
N 1.9432 1.0126 1.4598
C 2.0157 -0.2752 1.3421
C 0.9934 -1.2854 1.3012
C 1.4304 -2.6066 1.3806
C 0.5607 -3.6102 1.9275
C -0.7240 -3.2656 2.2570
C -1.1558 -1.9389 2.0430
C -0.4108 -0.9858 1.3844
H 6.5052 0.4833 1.2138
H 6.9337 2.7480 1.6872
H 5.0446 4.3933 2.0084
H 2.7958 3.7293 2.0180
H 2.5004 -2.8765 1.1633
H 0.8966 -4.5980 2.0303
H -1.4193 -3.9798 2.6220
H -2.2078 -1.7616 2.2547
*
```

***

(6)
Formula: C30H19Br2F5N3O3STl
Source: the OMol25 dataset
Level of theory: ωB97M-V/def2-TZVPD

## Properties
E (eV): -211232.00613
HOMO (eV): -7.7
Strongest force on any atom (eV/A): 0.89
Kohn-Sham gap (eV): 6.60
Lowest unoccupied orbital energy (eV): -1.1

```
! RIJCOSX wB97M-V def2-TZVPD def2/J DEFGRID3
* xyz 0 1
Tl 0.2011 -0.3539 1.1057
O -2.1201 7.4414 -1.6215
C -1.0634 6.6633 -1.2895
O 0.0440 7.0598 -1.4985
C -1.3614 5.3284 -0.6635
C -2.6024 4.9960 -0.1332
C -2.8139 3.7597 0.4537
C -1.7793 2.8381 0.5216
C -0.5447 3.1570 -0.0302
C -0.3328 4.3968 -0.6054
N -1.9161 1.5375 1.0939
C -2.7681 1.2829 1.9782
C -2.9552 -0.1083 2.4672
C -4.0132 -0.3790 3.3127
C -4.2813 -1.6980 3.6564
C -3.4932 -2.6930 3.1192
C -2.4278 -2.3336 2.3003
N -2.1409 -1.0689 1.9993
H -2.9419 6.9692 -1.4694
H -3.4309 5.6964 -0.1479
H -3.8006 3.5145 0.8266
H 0.2495 2.4186 0.0003
H 0.6272 4.6562 -1.0365
H -3.4290 2.0368 2.4146
H -4.6308 0.4351 3.6783
H -5.1027 -1.9361 4.3209
H -3.6793 -3.7408 3.3290
H -1.7625 -3.0815 1.8951
F 0.2425 -6.5120 -2.8189
C 0.3620 -5.6613 -1.8063
C -0.3495 -4.4875 -1.7961
F -1.1666 -4.2027 -2.8052
C -0.2205 -3.6166 -0.7351
F -0.9710 -2.5131 -0.7891
C 0.6198 -3.8586 0.3450
S 0.8308 -2.8059 1.7434
C 1.3192 -5.0565 0.2881
F 2.1552 -5.3804 1.2724
C 1.1964 -5.9472 -0.7537
F 1.8883 -7.0867 -0.7511
C 3.8887 -1.1734 1.4133
C 3.5313 -0.8022 0.0005
C 4.5465 -0.8151 -0.9844
C 4.2639 -0.4607 -2.2636
C 2.9514 -0.0697 -2.6206
C 2.5590 0.3548 -3.9092
Br 3.8036 0.3911 -5.3381
C 1.2806 0.7529 -4.1434
C 0.3284 0.7279 -3.1106
Br -1.4230 1.3275 -3.4860
C 0.6151 0.2858 -1.8268
O -0.3040 0.2445 -0.8900
C 1.9871 -0.0973 -1.5931
N 2.3005 -0.4677 -0.3149
H 4.8665 -0.7566 1.6723
H 3.9423 -2.2593 1.5210
H 3.1493 -0.8149 2.1214
H 5.5535 -1.1000 -0.6979
H 5.0379 -0.4594 -3.0189
H 0.9867 1.0888 -5.1299
C 1.0218 0.9588 2.6352
H 1.8746 1.4616 2.1736
H 1.3423 0.3411 3.4770
H 0.2593 1.6754 2.9420
*
```